A molecular structure, C28H51N2ORuSi3. Source: the Open Molecules 2025 dataset; level of theory: ωB97M-V/def2-TZVPD.

CARTESIAN COORDINATES (ANGSTROEM)
C -1.709 -5.320 -1.367
C -3.324 -2.255 -2.542
C 0.360 3.508 0.040
H -0.962 7.533 1.490
C 2.510 1.411 -0.167
C 1.166 1.126 -0.071
Si -0.473 -3.959 -1.078
H -4.385 -2.100 -2.764
C 5.635 -0.004 0.794
C -2.176 -1.355 2.770
H 5.480 -1.083 0.813
H -3.248 -1.479 2.620
Si -3.141 -2.363 -0.715
H -1.976 -1.397 3.846
C 4.946 0.665 -0.411
H -0.110 -1.975 -2.633
C 0.994 6.300 0.088
H 4.960 0.462 -2.593
C 2.968 -0.916 -0.322
C -1.981 3.879 0.124
C -1.324 -2.530 -0.005
C -4.329 -3.454 0.183
H 1.100 -5.719 -0.579
H -2.287 6.367 -1.037
H -1.903 -5.853 -0.433
O -3.267 -0.746 -0.099
H 6.708 0.170 0.723
C 0.114 2.151 0.016
H -4.490 0.635 0.856
H -0.555 -3.436 -3.502
H 2.833 2.440 -0.149
C -1.212 6.545 -1.066
H -1.061 7.624 -1.050
H 1.376 3.869 0.014
H -5.329 -0.718 0.084
H 0.910 -4.786 0.881
H 4.812 2.679 -1.259
H -2.714 -4.649 2.089
H -4.399 -3.263 1.252
Ru -1.272 -0.475 0.134
N -1.137 1.645 0.062
C -0.693 4.424 0.099
H -1.248 -6.041 -2.047
C -1.100 6.452 1.448
H 6.341 2.289 -0.496
H 4.958 2.648 0.517
H 1.552 5.910 0.942
H 5.334 -1.047 -1.738
H -0.614 6.019 2.324
C 5.458 0.036 -1.720
H -4.646 0.579 -0.942
H 0.616 -2.698 3.645
C -2.163 2.518 0.111
C 0.014 -3.061 -2.650
H 0.956 -1.373 2.555
H -5.317 -3.294 -0.264
H -1.937 -0.303 2.522
H -2.667 -5.054 -1.813
H 1.238 -2.155 -0.185
H -1.024 -5.158 1.921
H 5.290 0.417 1.739
H 1.391 -3.032 2.110
H 1.475 5.967 -0.835
H -2.171 6.258 1.508
C -4.522 0.004 -0.027
H 6.524 0.240 -1.811
H 3.636 -1.758 -0.428
H -3.026 -3.164 -3.064
C 0.634 -2.415 2.587
C 5.263 2.159 -0.411
H -3.155 2.099 0.129
C 1.627 -1.151 -0.200
H 1.945 -4.196 -0.424
H -1.609 -4.532 3.457
H -0.819 6.167 -2.011
H 1.085 7.385 0.119
C 3.463 0.396 -0.300
C -0.484 5.924 0.139
H 1.069 -3.257 -2.853
C -1.690 -4.422 2.370
Si -1.109 -2.695 1.998
H -2.853 4.517 0.157
H -4.077 -4.502 0.027
H -2.768 -1.420 -2.973
N 0.711 -0.160 -0.071
C 1.002 -4.698 -0.199

## Properties
net charge = +3
multiplicity = 5
expectation value of S² = 6.024
energy above the lowest of the compared OMol25 structures with the same formula, charge and spin = 0.0 kJ/mol
energy = -61082.85442 eV

---

A molecular structure, C28H52AlClF7N6O4P2S in a non-equilibrium geometry. Source: the Open Molecules 2025 dataset; level of theory: ωB97M-V/def2-TZVPD.

CARTESIAN COORDINATES (ANGSTROEM)
F 6.924 -0.446 0.431
P -6.723 -1.582 -4.809
H -7.839 -3.831 -2.338
F 7.402 2.208 -2.740
C 5.547 0.154 7.422
N 1.694 0.032 7.112
H -0.146 1.061 7.276
C 3.700 -0.201 8.957
H -3.198 -3.037 -3.544
H 4.160 3.746 7.113
F 6.551 1.231 1.806
O 5.377 0.628 -3.763
C -8.308 -3.392 -6.305
C -6.991 -1.310 -2.144
H 0.655 0.669 8.813
F 6.190 2.706 -0.116
H 3.010 2.899 4.433
H -9.948 -1.175 -4.726
Al 3.577 0.852 -1.221
H 2.893 -0.924 9.069
H -8.334 1.158 -6.488
C 3.622 -0.315 1.752
C -8.330 -3.122 -3.014
C -9.279 -0.329 -4.545
H -0.945 -4.034 -3.701
S 5.555 0.345 -2.336
H -9.254 -2.775 -2.527
H 0.977 -1.553 5.910
H -7.289 -0.252 -2.158
H -8.653 -3.684 -3.885
N -7.141 -2.549 -6.176
H 4.638 5.326 -0.908
O 2.499 0.367 4.825
H 4.380 1.811 4.180
N -7.485 -1.998 -3.329
C 7.181 1.843 -0.394
H 3.450 3.688 -3.190
H -8.512 -3.590 -7.362
H 4.645 3.360 4.948
C 2.126 -0.179 -2.201
C -2.488 -1.326 -2.446
C -1.402 -0.709 -1.856
C -7.944 0.137 -6.519
H 3.840 -0.778 2.689
H -8.158 -4.365 -5.818
F 8.336 2.569 -0.331
H 0.990 -2.951 -2.691
H 2.034 2.863 -1.723
H -9.785 0.569 -4.908
O -5.385 -2.243 -4.556
C -1.093 -3.085 -3.187
C 7.271 0.774 0.777
H -8.520 -0.432 -7.256
C 0.830 0.978 7.771
H 1.242 1.980 7.829
C 7.125 1.265 -1.827
H 4.524 -0.599 9.556
F 8.545 0.741 1.235
C 1.017 -0.629 -1.229
H 0.102 -1.326 7.423
H 0.648 0.235 -0.662
H -6.916 0.208 -6.871
O 5.772 -1.092 -2.187
H 1.465 -1.365 -0.549
H -7.389 -1.746 -1.229
H 2.977 5.549 -1.576
C 1.090 -1.282 6.965
H -9.211 -2.924 -5.915
H 4.424 5.758 -2.624
N -8.000 -0.494 -5.201
C -0.160 -1.306 -1.925
H 6.111 -0.585 7.998
H 4.958 3.317 -2.252
C 3.392 2.965 7.134
C 3.039 2.807 -1.285
C 3.937 3.708 -2.206
C -6.031 -3.158 -6.908
C 3.605 0.162 0.651
N 3.721 1.923 6.189
H 2.436 3.447 6.887
H 3.366 2.608 8.164
H 2.579 -1.023 -2.742
N 4.106 -0.036 7.579
C -2.349 -2.527 -3.100
H -9.179 -0.182 -3.470
C 3.993 5.199 -1.781
H -5.199 -2.466 -7.001
H 1.709 -2.050 7.450
H -5.671 -4.068 -6.414
C 3.942 2.526 4.870
H 5.853 1.154 7.747
H -5.899 -1.355 -2.083
H 3.394 0.746 9.414
H 1.757 0.518 -2.973
H -6.343 -3.416 -7.924
F 8.154 0.372 -1.898
C 0.008 -2.492 -2.608
P 3.126 0.307 6.201
H 5.843 0.029 6.381
H -3.468 -0.859 -2.368
Cl 2.833 3.527 0.393
H -1.553 0.239 -1.348

## Properties
net charge = -1
energy above the lowest of the compared OMol25 structures with the same formula, charge and spin = 165.2 kJ/mol
energy = -114562.10100 eV

---

> The lowest net charge belongs to which entry?

C28H52AlClF7N6O4P2S

---

> The highest net charge belongs to which entry?

C28H51N2ORuSi3

---

> What is the formula in the first record?

C28H51N2ORuSi3

---

> The highest energy belongs to which entry?

C28H51N2ORuSi3